# 1
# C23H30CaF6NO22S2

A molecular structure, C23H30CaF6NO22S2 (wB97M-V/def2-TZVPD, the OMol25 dataset).

CARTESIAN COORDINATES (ANGSTROEM)
Ca  0.22  0.06  -0.48
C  4.56  1.10  -0.57
F  4.96  0.01  -1.29
F  5.65  1.64  -0.06
F  3.75  1.99  -1.28
S  3.38  0.28  0.80
O  3.14  -1.11  0.31
O  4.11  0.44  1.99
N  1.80  1.14  0.76
S  2.11  2.65  1.24
O  3.51  3.10  1.13
O  1.23  3.44  0.35
C  1.37  2.89  3.02
F  0.06  2.53  2.90
F  2.08  2.01  3.76
F  1.53  4.12  3.50
C  1.09  -4.87  1.40
C  1.27  -5.35  0.01
O  1.43  -4.18  -0.70
C  0.62  -3.32  -0.08
O  0.26  -2.30  -0.68
O  0.36  -3.70  1.17
H  2.02  -4.59  1.90
H  0.61  -5.51  2.15
H  0.42  -5.93  -0.36
H  2.24  -5.83  -0.12
C  2.04  -1.10  4.14
C  0.80  -0.72  4.83
O  0.02  -0.33  3.82
C  0.34  -0.90  2.67
O  -0.35  -0.82  1.63
O  1.51  -1.45  2.87
H  2.57  -1.77  4.81
H  2.77  -0.30  4.05
H  1.00  -0.14  5.73
H  0.31  -1.59  5.26
C  -4.43  3.16  1.04
C  -3.53  4.33  0.81
O  -2.30  3.77  1.09
C  -2.42  2.46  0.74
O  -1.57  1.65  0.40
O  -3.62  2.09  0.66
H  -5.27  3.29  0.37
H  -4.63  3.12  2.11
H  -3.85  5.03  1.58
H  -3.62  4.71  -0.21
C  -1.86  5.57  -2.74
C  -1.07  4.46  -3.51
C  0.37  4.39  -3.19
O  0.62  3.13  -2.52
C  -0.44  2.32  -2.81
O  -0.55  1.11  -2.44
O  -1.46  3.20  -3.12
H  -2.79  5.19  -2.32
H  -2.01  6.23  -3.59
H  -1.35  6.07  -1.91
H  -1.22  4.57  -4.59
H  0.80  5.15  -2.54
H  0.91  4.48  -4.13
C  3.59  -4.40  -2.54
C  3.96  -3.04  -3.10
C  3.32  -2.67  -4.44
O  2.41  -1.66  -4.16
C  2.34  -1.45  -2.85
O  1.57  -0.62  -2.34
O  3.41  -2.08  -2.24
H  2.54  -4.66  -2.68
H  3.85  -4.53  -1.49
H  3.92  -5.30  -3.07
H  5.05  -3.09  -3.04
H  2.91  -3.47  -5.05
H  4.03  -2.21  -5.13
C  -5.76  -0.76  1.84
C  -4.81  -1.91  1.58
C  -5.10  -2.73  0.34
O  -4.19  -2.15  -0.60
C  -3.16  -1.45  -0.03
O  -2.13  -1.04  -0.50
O  -3.50  -1.42  1.35
H  -5.43  0.19  1.40
H  -5.89  -0.71  2.92
H  -6.71  -1.09  1.43
H  -4.89  -2.58  2.43
H  -6.06  -2.47  -0.09
H  -4.74  -3.76  0.40

For the highest occupied orbital energy (alpha / beta), the calculation gives -15.08 / -15.08 eV. Its expectation value of S² is 0.76. Its total charge is +2. The spin multiplicity is 2.

These are the Löwdin partial charges, in e, on atoms 1 to 8:
1 Ca 1.477
2 C -0.510
3 F 0.136
4 F 0.192
5 F 0.096
6 S 0.764
7 O -0.255
8 O -0.220



# 2
# C6H18N2

2 unconnected molecules or ions with the total composition C6H18N2 (wB97M-V/def2-TZVPD, the OMol25 dataset).

CARTESIAN COORDINATES (ANGSTROEM)
N  -0.45  -11.96  3.92
C  -0.01  -15.60  2.51
C  0.00  -12.98  3.00
C  -0.49  -14.41  3.42
H  -0.08  -11.03  3.69
H  -0.06  -12.20  4.84
H  0.22  -16.48  3.14
H  0.89  -15.35  1.92
H  -0.82  -15.87  1.81
H  1.11  -13.06  2.95
H  -0.35  -12.66  2.00
H  -1.59  -14.51  3.35
H  -0.20  -14.50  4.48
N  2.55  -13.16  -0.66
C  1.85  -13.44  -4.34
C  1.78  -13.17  -1.90
C  2.66  -13.48  -3.09
H  1.96  -13.15  0.18
H  3.13  -14.01  -0.59
H  1.29  -12.49  -4.40
H  1.12  -14.27  -4.27
H  2.43  -13.56  -5.28
H  1.31  -12.16  -1.89
H  0.98  -13.91  -1.72
H  3.00  -14.54  -2.99
H  3.57  -12.85  -3.15

Its structure (SMILES) is CCCN.CCCN. For the highest occupied orbital energy, the calculation gives -9.06 eV. Its total charge is 0. For the relative energy (zero: lowest compared OMol25 entry of this formula, charge and spin), the calculation gives 5.1 kcal per mole.

These are the Löwdin partial charges, in e, on atoms 1 to 8:
1 N -0.036
2 C -0.112
3 C -0.339
4 C -0.245
5 H 0.072
6 H 0.067
7 H 0.066
8 H 0.055



# 3
# C6H12O

A single C6H12O molecule (wB97M-V/def2-TZVPD, the OMol25 dataset).

CARTESIAN COORDINATES (ANGSTROEM)
C  -1.19  0.56  -1.89
O  -1.81  1.71  -2.47
C  -1.52  0.82  -0.42
C  -0.96  -0.35  0.48
C  0.56  -0.12  0.64
C  1.16  -0.93  1.51
C  2.64  -0.99  1.59
H  -0.08  0.38  -2.04
H  -1.77  -0.35  -2.28
H  -1.62  1.91  -3.45
H  -2.56  0.79  -0.23
H  -1.06  1.75  -0.05
H  -1.19  -1.27  0.17
H  -1.48  -0.17  1.51
H  1.03  0.51  -0.01
H  0.53  -1.36  2.16
H  3.29  -0.67  0.66
H  3.08  -0.24  2.28
H  2.96  -1.99  1.82

Its structure (SMILES) is C/C=C/CCCO. For the highest occupied orbital energy, the calculation gives -9.03 eV. Its total charge is 0. For the relative energy (zero: lowest compared OMol25 entry of this formula, charge and spin), the calculation gives 62.0 kcal per mole.

These are the Löwdin partial charges, in e, on atoms 1 to 8:
1 C -0.271
2 O -0.126
3 C -0.198
4 C -0.173
5 C -0.103
6 C -0.171
7 C -0.120
8 H 0.127



# 4
# C5H9N2

A gas-phase ion, C5H9N2 (charge +1) (wB97M-V/def2-TZVPD, the OMol25 dataset).

CARTESIAN COORDINATES (ANGSTROEM)
C  0.98  0.99  0.79
C  0.22  -1.37  -0.53
C  -1.41  0.34  0.60
C  -0.99  -0.39  -0.61
C  0.53  -0.08  -1.22
N  -0.22  0.59  1.33
N  1.31  0.86  -0.46
H  1.68  1.42  1.44
H  0.55  -1.71  0.41
H  0.32  -2.40  -1.01
H  -1.88  1.22  0.37
H  -2.01  -0.44  1.13
H  -1.59  -0.57  -1.48
H  0.79  -0.15  -2.29
H  -0.34  0.30  2.32
H  2.07  1.37  -0.78

Its structure (SMILES) is C1=[NH+][C@H]2C[C@H]2CN1. For the highest occupied orbital energy, the calculation gives -13.90 eV. Its total charge is +1. For the relative energy (zero: lowest compared OMol25 entry of this formula, charge and spin), the calculation gives 70.5 kcal per mole.

These are the Löwdin partial charges, in e, on atoms 1 to 8:
1 C -0.024
2 C -0.079
3 C -0.139
4 C -0.113
5 C -0.140
6 N 0.060
7 N 0.138
8 H 0.149



total charge of number 3 (C6H12O)? 0



Among the records above, which one has the highest total charge? C23H30CaF6NO22S2



Which of these has the highest total charge? C23H30CaF6NO22S2